# 1
DFT (ωB97M-V/def2-TZVPD) results for 2 unconnected molecules or ions with the total composition C2H9N2 at a distorted geometry.

The geometry in XYZ format:
```
13
Properties=species:S:1:pos:R:3:lowdin_charge:R:1
H -0.644 0.088 -2.169 0.109
H -1.332 1.327 -1.066 0.120
N 0.328 0.303 -0.384 -0.057
N -0.705 -1.452 1.469 0.042
H -0.173 -1.449 2.352 0.078
H -1.055 -2.403 1.281 0.083
H 0.189 1.587 -1.975 0.104
H 2.005 0.367 0.758 0.105
H -0.168 -0.476 0.286 0.117
C 1.513 0.722 -0.119 0.161
H 1.980 1.477 -0.790 0.134
H -1.522 -0.941 1.791 0.064
C -0.416 0.849 -1.435 -0.059
```

Results
DFT total energy ... -190.8489 Ha
Total charge ... +1


# 2
DFT (ωB97M-V/def2-TZVPD) results for 2 unconnected molecules or ions with the total composition C2H9N2O at a distorted geometry.

The geometry in XYZ format:
```
14
Properties=species:S:1:pos:R:3:lowdin_charge:R:1
H 2.388 -1.185 0.550 0.076
H -2.100 -0.203 0.803 0.029
H 0.901 -0.685 1.329 0.090
H -0.267 -0.839 -0.717 0.036
H 1.929 1.219 1.029 0.026
C -2.192 0.542 -0.009 -0.429
N 1.770 0.771 0.143 -0.043
O -1.007 0.897 -0.618 -0.451
C 1.439 -0.655 0.368 -0.425
H -2.807 1.387 0.331 0.024
H -2.819 -0.027 -0.767 0.039
N 0.676 -1.296 -0.668 -0.028
H 1.174 -1.107 -1.530 0.045
H 0.915 1.182 -0.245 0.012
```

Results
DFT total energy ... -266.3255 Ha
Total charge ... -1


# 3
DFT (ωB97M-V/def2-TZVPD) results for 2 unconnected molecules or ions with the total composition C2H9N2O at a distorted geometry.

The geometry in XYZ format:
```
14
Properties=species:S:1:pos:R:3:lowdin_charge:R:1
H 0.682 -0.559 -0.410 0.115
H 2.563 1.365 -0.707 0.089
H -2.170 0.040 0.378 0.170
H 0.165 1.687 -0.605 0.105
H -1.466 2.151 -0.455 0.142
N -0.205 -0.750 0.032 0.014
H 0.488 -2.280 1.199 0.098
N -0.791 1.402 -0.378 0.194
H -1.272 -2.306 1.018 0.095
H -0.594 -1.106 2.122 0.096
O 1.871 1.017 -1.302 -0.045
C -1.151 0.224 0.045 -0.115
H 2.290 0.777 -2.132 0.076
C -0.410 -1.663 1.194 -0.034
```

Results
DFT total energy ... -266.1173 Ha
Total charge ... +1


| no. | gap between HOMO and LUMO (eV) |
| --- | --- |
| 1 | 11.47 |
| 2 | 7.28 |
| 3 | 11.11 |